DFT (ωB97M-V with the def2-TZVPD basis set) results for a 2-piece molecular cluster, C2H8NO2P overall in a non-equilibrium geometry.

```
! RIJCOSX wB97M-V def2-TZVPD def2/J DEFGRID3
* xyz 0 1
C -2.52 0.58 -0.25
C 2.57 0.66 -0.20
N -1.15 0.53 0.18
O 1.44 -2.51 0.23
O 1.20 0.86 -0.06
P 0.09 -0.01 -0.82
H -2.61 0.88 -1.21
H -2.99 -0.38 -0.17
H -3.17 1.22 0.40
H 2.76 -0.17 -0.87
H 2.89 0.39 0.76
H 3.01 1.55 -0.59
H -1.03 0.32 1.17
H 1.73 -2.34 1.11
*
```

Summary:
gap between HOMO and LUMO (alpha / beta): 7.21 / 6.26 eV
calculated total energy: -17074.3692 eV
energy above the lowest of the compared OMol25 structures with the same formula, charge and spin: 484.4 kJ/mol

Calculated atomic charges, method natural (NBO), unit e: -0.415 -0.247 -0.945 -1.078 -0.796 1.449 0.202 0.194 0.213 0.207 0.201 0.187 0.418 0.408



DFT (ωB97M-V with the def2-TZVPD basis set) results for the molecule C2H8NO2P in a non-equilibrium geometry.

```
! RIJCOSX wB97M-V def2-TZVPD def2/J DEFGRID3
* xyz 0 1
C -1.12 -1.36 0.83
P 0.25 0.29 0.39
C -0.75 1.50 -0.56
O 0.81 0.64 1.70
N 1.32 -0.12 -0.78
O 2.48 -0.82 -0.37
H -0.92 -2.35 0.89
H -1.35 -0.98 1.77
H -1.73 -1.04 0.01
H -0.19 2.37 -0.91
H -1.10 0.89 -1.50
H -1.70 1.81 -0.08
H 0.90 -0.58 -1.53
H 3.12 -0.24 0.14
*
```

Summary:
gap between HOMO and LUMO: 9.65 eV
structure (SMILES): CP(C)(=O)NO
calculated total energy: -17075.5277 eV
energy above the lowest of the compared OMol25 structures with the same formula, charge and spin: 372.6 kJ/mol

Calculated atomic charges, method natural (NBO), unit e: -0.870 1.977 -1.021 -1.085 -0.689 -0.565 0.216 0.218 0.192 0.264 0.235 0.259 0.378 0.491



DFT (ωB97M-V with the def2-TZVPD basis set) results for a 2-piece molecular cluster, C2H8NO2PS overall in a non-equilibrium geometry.

```
! RIJCOSX wB97M-V def2-TZVPD def2/J DEFGRID3
* xyz 0 1
O 1.35 -0.73 -1.81
S 1.42 -0.09 -0.49
O 1.37 -1.29 0.62
P 3.53 0.60 -0.48
H 1.55 -2.21 0.41
H 3.75 -0.73 0.13
H 3.41 1.13 0.85
C -1.94 -0.68 0.55
C -1.84 0.63 0.51
N -1.94 1.38 -0.65
H -2.19 -1.22 -0.34
H -2.01 -1.29 1.43
H -1.87 1.28 1.37
H -2.37 2.29 -0.54
H -2.24 0.93 -1.54
*
```

Summary:
gap between HOMO and LUMO: 8.80 eV
structure (SMILES): O=S(O)#[PH2].C=CN
calculated total energy: -27910.2753 eV
energy above the lowest of the compared OMol25 structures with the same formula, charge and spin: 539.6 kJ/mol

Calculated atomic charges, method natural (NBO), unit e: -0.961 1.317 -0.920 0.068 0.507 0.006 -0.018 -0.520 0.010 -0.829 0.188 0.207 0.189 0.374 0.381



DFT (ωB97M-V with the def2-TZVPD basis set) results for a 2-piece molecular cluster, C2H8NO3 overall in a non-equilibrium geometry.

```
! RIJCOSX wB97M-V def2-TZVPD def2/J DEFGRID3
* xyz 1 1
O -0.81 -0.23 -0.77
C 0.03 -0.09 0.08
O 0.54 1.04 0.47
C 0.66 -1.23 0.83
N 0.17 -2.58 0.50
H 0.24 1.86 -0.10
H 1.75 -1.35 0.96
H 0.50 -1.04 1.89
H -0.59 -2.45 -0.21
H 0.89 -3.11 -0.02
H -0.23 -3.25 1.17
H -1.05 2.48 -1.63
H 0.03 3.50 -1.30
O -0.51 2.81 -0.90
*
```

Summary:
gap between HOMO and LUMO: 11.32 eV
calculated total energy: -9829.8588 eV
energy above the lowest of the compared OMol25 structures with the same formula, charge and spin: 59.2 kJ/mol

Calculated atomic charges, method natural (NBO), unit e: -0.607 0.779 -0.670 -0.370 -0.684 0.526 0.271 0.273 0.469 0.448 0.459 0.513 0.505 -0.911



DFT (ωB97M-V with the def2-TZVPD basis set) results for a 3-piece molecular cluster, C2H8NO4 overall.

```
! RIJCOSX wB97M-V def2-TZVPD def2/J DEFGRID3
* xyz -1 1
O 0.60 1.22 0.50
C 0.58 0.12 -0.05
O -0.38 -0.73 -0.03
C 1.87 -0.36 -0.71
N 1.80 -1.49 -1.64
H 2.40 0.50 -1.11
H 2.53 -0.75 0.08
H 1.11 -2.14 -1.26
H 1.43 -1.25 -2.55
H -0.78 -0.26 2.30
H -1.53 0.90 1.99
O -1.41 0.32 2.77
H -2.50 1.35 -0.26
H -1.64 0.09 -0.69
O -2.29 0.80 -1.01
*
```

Summary:
gap between HOMO and LUMO: 8.94 eV
calculated total energy: -11886.1726 eV
energy above the lowest of the compared OMol25 structures with the same formula, charge and spin: 31.3 kJ/mol

Calculated atomic charges, method natural (NBO), unit e: -0.743 0.750 -0.842 -0.338 -0.853 0.193 0.186 0.369 0.340 0.486 0.474 -0.967 0.450 0.506 -1.011



DFT (ωB97M-V with the def2-TZVPD basis set) results for a 2-piece molecular cluster, C2H8NPS overall in a non-equilibrium geometry.

```
! RIJCOSX wB97M-V def2-TZVPD def2/J DEFGRID3
* xyz 0 1
C -0.67 -1.99 -0.16
P 0.01 -0.48 -0.72
C 1.71 -0.25 0.01
S -0.21 0.38 -2.43
H -1.74 -2.29 -0.26
H -0.10 -2.46 0.65
H 2.49 -0.41 -0.62
H 1.98 0.81 0.34
H 1.63 -0.91 0.92
N -1.21 1.72 0.53
H -0.88 2.22 -0.33
H -2.23 1.49 0.67
H -0.79 2.17 1.41
*
```

Summary:
gap between HOMO and LUMO: 8.29 eV
structure (SMILES): C=P(C)=S.N
calculated total energy: -23816.4220 eV
energy above the lowest of the compared OMol25 structures with the same formula, charge and spin: 101.1 kJ/mol

Calculated atomic charges, method natural (NBO), unit e: -0.954 1.173 -0.951 -0.533 0.249 0.224 0.243 0.252 0.239 -1.121 0.404 0.397 0.379



DFT (ωB97M-V with the def2-TZVPD basis set) results for the molecule C2H8NPS in a non-equilibrium geometry.

```
! RIJCOSX wB97M-V def2-TZVPD def2/J DEFGRID3
* xyz 0 3
C 0.31 1.40 0.91
C 0.88 -1.35 -0.10
N -1.12 0.23 -1.34
P -0.56 -0.16 0.21
S -2.05 -0.87 1.34
H 0.29 2.06 0.04
H -0.32 1.71 1.71
H 1.23 1.02 1.12
H 0.58 -2.37 -0.37
H 1.63 -1.04 -0.76
H 1.45 -1.53 0.91
H -0.40 0.18 -2.09
H -1.92 0.73 -1.58
*
```

Summary:
gap between HOMO and LUMO (alpha / beta): 4.09 / 6.98 eV
calculated total energy: -23813.4430 eV
⟨S²⟩: 2.005
energy above the lowest of the compared OMol25 structures with the same formula, charge and spin: 100.5 kJ/mol

Calculated atomic charges, method natural (NBO), unit e: -0.913 -0.964 -1.187 1.173 -0.279 0.225 0.227 0.221 0.244 0.212 0.247 0.386 0.408



DFT (ωB97M-V with the def2-TZVPD basis set) results for a 2-piece molecular cluster, C2H8NS overall in a non-equilibrium geometry.

```
! RIJCOSX wB97M-V def2-TZVPD def2/J DEFGRID3
* xyz -1 1
S 1.97 -0.49 1.84
H 2.54 -1.44 2.59
C -2.50 0.42 -1.56
C -1.05 -0.08 -1.49
N -0.30 0.71 -0.53
H -2.87 0.47 -0.54
H -3.13 -0.21 -2.19
H -2.49 1.42 -2.00
H -0.57 -0.01 -2.47
H -1.05 -1.09 -1.09
H 0.44 1.31 -0.85
H 0.22 0.16 0.17
*
```

Summary:
gap between HOMO and LUMO: 6.47 eV
calculated total energy: -14529.8551 eV
energy above the lowest of the compared OMol25 structures with the same formula, charge and spin: 23.0 kJ/mol

Calculated atomic charges, method natural (NBO), unit e: -1.078 0.094 -0.610 -0.215 -0.890 0.212 0.182 0.189 0.160 0.187 0.354 0.416



Q: Which of these has the lowest calculated total energy?
A: C2H8NO2PS



Q: Among the records above, which one has the highest calculated total energy?
A: C2H8NO3



Q: Which value of calculated total energy does entry 1 give?
A: -17074.3692 eV